No. 1
{"formula": "C27H58MnO3P2SSi", "method": "wB97M-V/def2-TZVPD", "symbols": ["P", "P", "C", "C", "H", "H", "H", "H", "C", "H", "H", "H", "C", "H", "H", "H", "C", "H", "H", "H", "C", "H", "H", "H", "Mn", "C", "C", "C", "C", "C", "C", "C", "C", "C", "H", "H", "H", "H", "H", "H", "H", "H", "H", "H", "H", "H", "H", "H", "H", "C", "C", "C", "C", "O", "Si", "S", "O", "C", "C", "C", "C", "O", "C", "C", "C", "C", "H", "H", "H", "H", "H", "H", "H", "H", "H", "H", "H", "H", "H", "H", "H", "H", "H", "H", "H", "H", "H", "H", "H", "H", "H", "H", "H"], "positions_angstrom": [[-1.129, 0.720, -1.936], [1.760, -0.211, -1.527], [-0.004, 0.903, -3.387], [1.192, -0.044, -3.281], [0.310, 1.957, -3.425], [-0.582, 0.715, -4.304], [0.920, -1.053, -3.628], [2.023, 0.314, -3.908], [2.941, 1.159, -1.323], [3.438, 1.057, -0.348], [2.424, 2.129, -1.345], [3.689, 1.125, -2.128], [2.689, -1.743, -1.357], [3.464, -1.811, -2.132], [2.015, -2.606, -1.441], [3.159, -1.771, -0.366], [-2.170, 2.180, -1.807], [-2.956, 2.006, -1.062], [-2.632, 2.398, -2.775], [-1.579, 3.042, -1.479], [-2.227, -0.652, -2.412], [-1.686, -1.607, -2.453], [-2.654, -0.441, -3.401], [-3.038, -0.750, -1.681], [-0.014, 0.157, -0.033], [2.444, 0.031, -6.770], [2.867, 1.205, -6.283], [2.595, 2.561, -6.871], [1.260, 2.747, -7.631], [0.042, 2.269, -6.888], [-0.463, 1.029, -6.896], [0.053, -0.138, -7.690], [1.573, -0.177, -7.978], [-1.771, 0.296, 0.848], [2.774, -0.906, -6.306], [3.549, 1.221, -5.427], [3.413, 2.863, -7.555], [2.624, 3.286, -6.039], [1.130, 3.837, -7.754], [1.333, 2.324, -8.642], [-0.470, 3.067, -6.337], [-1.391, 0.823, -6.352], [-0.474, -0.215, -8.662], [-0.217, -1.054, -7.136], [1.788, -1.200, -8.333], [1.824, 0.501, -8.805], [-1.745, -0.485, 1.621], [-2.686, 0.236, 0.244], [-1.695, 1.284, 1.326], [-1.735, 1.990, 4.617], [-0.232, 1.852, 4.813], [0.493, 2.706, 3.787], [0.123, 2.312, 6.219], [0.166, 0.451, 4.695], [0.571, -0.760, 3.655], [1.335, -0.116, 1.810], [1.722, -1.689, 4.420], [2.445, -1.421, 5.660], [3.346, -0.213, 5.472], [1.476, -1.231, 6.813], [3.330, -2.631, 5.923], [-0.795, -1.694, 3.464], [-0.887, -3.125, 3.171], [-0.400, -3.437, 1.764], [-0.126, -3.917, 4.224], [-2.359, -3.505, 3.247], [-2.025, 3.044, 4.757], [-2.280, 1.390, 5.350], [-2.033, 1.687, 3.608], [0.312, 3.770, 4.010], [1.572, 2.525, 3.812], [0.124, 2.495, 2.777], [-0.430, 1.737, 6.971], [1.197, 2.212, 6.419], [-0.146, 3.370, 6.334], [2.775, 0.712, 5.346], [3.990, -0.110, 6.356], [3.984, -0.367, 4.593], [0.832, -2.111, 6.924], [2.057, -1.107, 7.739], [0.839, -0.353, 6.675], [2.734, -3.535, 6.087], [4.007, -2.801, 5.078], [3.944, -2.464, 6.818], [0.651, -3.163, 1.617], [-0.512, -4.522, 1.590], [-1.020, -2.916, 1.023], [-0.485, -3.646, 5.224], [-0.311, -4.989, 4.064], [0.954, -3.741, 4.180], [-2.754, -3.338, 4.252], [-2.956, -2.932, 2.526], [-2.490, -4.568, 3.009]], "forces_ev_per_angstrom": [[0.366, 0.683, -0.789], [-0.137, -0.276, -0.404], [-0.954, 0.297, -0.426], [0.588, -0.280, 0.056], [0.018, -0.236, 0.050], [0.416, 0.095, 0.065], [0.067, 0.244, 0.063], [-0.321, -0.217, 0.062], [0.427, -0.051, -0.093], [-0.156, 0.040, -0.220], [0.067, -0.312, -0.026], [-0.091, 0.113, 0.230], [0.800, -0.299, -0.567], [0.016, -0.204, 0.190], [0.108, 0.286, 0.007], [-0.181, 0.085, -0.172], [-0.659, 0.411, -0.666], [0.232, -0.024, -0.175], [-0.144, 0.222, 0.122], [-0.040, -0.215, -0.110], [-0.296, 0.024, -0.177], [-0.017, 0.277, 0.041], [0.007, -0.126, 0.137], [0.247, 0.018, -0.170], [0.872, -0.492, 1.643], [0.383, 0.365, 0.290], [0.184, -0.622, -0.507], [-0.133, 0.407, 0.077], [0.160, 0.581, -0.104], [-0.383, -0.349, 0.027], [-0.100, 0.707, -0.360], [0.117, -0.406, 0.007], [-0.099, -0.507, -0.328], [-1.639, -0.559, 0.432], [-0.103, 0.444, 0.150], [-0.216, -0.175, -0.176], [-0.207, -0.188, 0.332], [-0.022, -0.142, -0.265], [0.135, -0.392, -0.176], [-0.138, 0.174, 0.380], [0.064, -0.482, 0.059], [0.273, 0.210, -0.097], [0.079, 0.085, 0.420], [0.100, 0.204, -0.187], [-0.084, 0.418, -0.102], [0.004, -0.287, 0.363], [-0.417, 0.297, -0.008], [-0.134, 0.036, 0.554], [-0.182, -0.065, -0.007], [-0.213, 0.066, -0.059], [0.149, -0.610, -0.325], [0.064, 0.272, -0.161], [0.168, -0.032, 0.258], [-0.282, 0.581, -0.074], [-0.313, 0.026, 0.208], [1.198, 0.108, 0.842], [0.012, 0.657, 0.397], [-0.256, -0.092, -0.650], [0.195, 0.249, 0.074], [-0.098, 0.098, 0.425], [0.130, -0.303, -0.020], [0.388, -0.553, -0.055], [-0.058, 0.577, 0.257], [0.199, -0.266, -0.214], [0.236, -0.467, 0.021], [-0.388, 0.092, -0.027], [0.091, -0.298, -0.052], [0.046, -0.025, -0.096], [0.042, -0.060, 0.146], [0.043, -0.302, -0.087], [-0.142, -0.008, -0.032], [0.174, -0.001, 0.174], [0.116, 0.043, -0.124], [-0.186, -0.023, -0.067], [0.040, -0.209, -0.015], [0.054, -0.179, -0.038], [-0.110, 0.084, -0.199], [-0.124, 0.085, 0.127], [0.124, 0.096, -0.032], [-0.186, -0.045, -0.130], [0.225, -0.255, 0.007], [0.033, 0.120, -0.077], [-0.148, 0.009, 0.083], [-0.170, -0.009, -0.169], [-0.189, 0.006, 0.041], [0.097, 0.358, 0.021], [0.172, 0.028, 0.109], [0.075, -0.032, -0.156], [-0.003, 0.185, 0.083], [-0.351, -0.043, -0.026], [0.016, 0.085, -0.074], [0.148, 0.011, 0.190], [0.106, 0.159, 0.053]], "largest_force_ev_per_a": 1.92, "s2": 8.783, "spin_multiplicity": 6, "energy_ev": -103696.256, "total_charge": 0, "lumo_energy_ev": [0.33, 0.22], "orbital_gap_ev": [5.01, 8.10]}

---

No. 2
{"formula": "C24H24Cl2NO3S", "method": "wB97M-V/def2-TZVPD", "symbols": ["C", "N", "C", "C", "C", "C", "C", "C", "C", "C", "C", "C", "C", "O", "C", "C", "C", "C", "C", "H", "H", "H", "H", "H", "H", "H", "H", "H", "H", "H", "H", "H", "H", "H", "H", "H", "H", "H", "Cl", "C", "C", "C", "C", "S", "C", "Cl", "O", "O", "C", "C", "H", "H", "H", "H", "H"], "positions_angstrom": [[-5.953, 2.485, -1.023], [-4.777, 2.939, -0.305], [-4.919, 4.274, 0.250], [-3.545, 2.302, -0.394], [-2.438, 2.960, -0.983], [-1.196, 2.366, -0.992], [-0.934, 1.163, -0.264], [0.385, 0.699, -0.028], [1.527, 1.535, -0.069], [2.847, 0.986, -0.192], [3.961, 1.756, -0.376], [5.301, 1.147, -0.601], [3.844, 3.225, -0.411], [4.835, 3.950, -0.626], [2.499, 3.795, -0.196], [2.301, 5.270, -0.277], [1.443, 2.965, 0.046], [-2.078, 0.439, 0.195], [-3.348, 0.979, 0.097], [-5.755, 1.538, -1.538], [-6.784, 2.354, -0.316], [-6.276, 3.245, -1.757], [-4.012, 4.544, 0.803], [-5.133, 5.023, -0.529], [-5.776, 4.280, 0.939], [-2.581, 3.943, -1.432], [-0.391, 2.849, -1.543], [0.530, -0.345, 0.207], [2.944, -0.103, -0.178], [6.033, 1.951, -0.656], [5.564, 0.452, 0.203], [5.331, 0.583, -1.540], [3.262, 5.787, -0.335], [1.703, 5.534, -1.164], [1.739, 5.619, 0.598], [0.497, 3.440, 0.306], [-1.916, -0.538, 0.657], [-4.216, 0.451, 0.496], [1.629, -9.820, 0.024], [1.348, -8.154, 0.318], [0.763, -7.360, -0.677], [0.471, -6.018, -0.411], [0.757, -5.471, 0.840], [0.004, -3.858, 1.260], [0.996, -2.453, 0.970], [2.037, -1.940, 2.142], [-1.059, -3.653, 0.288], [-0.261, -3.997, 2.678], [1.447, -6.231, 1.793], [1.737, -7.577, 1.534], [0.518, -7.785, -1.645], [-0.024, -5.422, -1.171], [1.137, -2.120, -0.045], [1.731, -5.801, 2.750], [2.248, -8.180, 2.280]], "forces_ev_per_angstrom": [[0.166, -0.063, 0.330], [-0.855, 0.283, 0.088], [0.204, -0.368, -0.185], [1.219, -0.558, -0.184], [-0.723, -0.324, 0.318], [0.436, -0.442, 0.606], [-1.964, 0.680, -0.513], [2.551, 1.338, -0.168], [-1.792, -1.045, 0.623], [0.921, 0.002, -0.006], [-1.266, -0.522, 0.173], [0.389, -0.121, -0.023], [0.570, 0.459, -0.516], [-0.895, -0.524, 0.262], [-0.477, -0.952, 0.123], [-0.083, 0.416, 0.200], [0.532, 1.057, -0.503], [0.770, 0.258, -0.252], [-0.343, 0.890, -0.069], [-0.055, 0.249, 0.144], [-0.040, -0.128, -0.182], [0.120, -0.210, -0.005], [-0.258, 0.011, -0.168], [0.168, 0.027, 0.082], [0.160, 0.058, -0.004], [-0.016, -0.264, -0.017], [-0.132, -0.167, 0.167], [-0.054, -0.267, -0.112], [-0.029, 0.245, -0.015], [0.130, -0.149, 0.020], [-0.006, 0.131, -0.092], [-0.005, 0.105, 0.099], [-0.165, -0.041, 0.045], [0.231, -0.049, 0.166], [0.150, 0.089, -0.135], [0.188, -0.267, -0.051], [-0.064, 0.220, -0.085], [0.281, 0.058, -0.091], [0.140, -0.657, -0.102], [-0.052, 1.581, 0.163], [0.160, 0.119, 0.376], [0.169, -0.559, 0.112], [-0.490, 0.017, -0.025], [1.752, 3.029, -0.859], [-2.682, -2.494, -0.870], [2.113, 0.821, 1.891], [-0.392, -1.157, 0.022], [-0.140, -0.257, -0.101], [-0.110, -0.309, -0.309], [-0.148, 0.198, -0.358], [0.010, -0.037, 0.149], [-0.009, -0.015, 0.249], [0.065, -0.463, -0.117], [-0.239, -0.003, -0.170], [-0.111, 0.071, -0.122]], "largest_force_ev_per_a": 3.76, "energy_ev": -68788.711, "total_charge": -1, "lumo_energy_ev": 1.31, "de_lowest_kcal_mol": 0.0, "orbital_gap_ev": 4.60}

---

No. 3
{"formula": "C26H43BeBr2N3O4S2Si", "method": "wB97M-V/def2-TZVPD", "symbols": ["Be", "Br", "C", "C", "C", "Br", "C", "C", "C", "C", "N", "C", "C", "O", "H", "H", "H", "H", "C", "C", "C", "C", "O", "Si", "S", "O", "C", "C", "C", "C", "O", "C", "C", "C", "C", "H", "H", "H", "H", "H", "H", "H", "H", "H", "H", "H", "H", "H", "H", "H", "H", "H", "H", "H", "H", "H", "H", "H", "H", "H", "H", "H", "C", "N", "C", "C", "S", "N", "C", "C", "H", "H", "H", "H", "H", "H", "H", "H", "H", "H", "H", "H"], "positions_angstrom": [[-1.636, -0.458, -0.851], [-0.679, -5.083, -1.085], [-2.168, -4.049, -1.604], [-3.244, -4.673, -2.275], [-4.342, -3.968, -2.676], [-5.750, -4.859, -3.573], [-4.427, -2.573, -2.431], [-5.475, -1.698, -2.791], [-5.391, -0.366, -2.483], [-4.256, 0.127, -1.817], [-3.271, -0.668, -1.476], [-3.345, -1.992, -1.764], [-2.188, -2.704, -1.326], [-1.276, -1.993, -0.713], [-3.186, -5.735, -2.471], [-6.338, -2.091, -3.313], [-6.184, 0.317, -2.751], [-4.147, 1.173, -1.560], [-0.480, 1.021, 5.157], [-1.153, 1.680, 3.960], [-1.555, 3.112, 4.279], [-2.367, 0.871, 3.516], [-0.173, 1.765, 2.917], [0.167, 0.840, 1.618], [-1.253, 1.231, 0.107], [0.187, -0.728, 2.055], [1.173, -1.770, 2.011], [1.780, -1.868, 0.616], [0.428, -3.050, 2.357], [2.248, -1.464, 3.047], [1.674, 1.249, 1.129], [2.362, 2.501, 1.048], [3.455, 2.296, 0.007], [2.964, 2.808, 2.413], [1.414, 3.613, 0.614], [-1.175, 0.941, 5.995], [0.384, 1.607, 5.474], [-0.141, 0.020, 4.886], [-2.228, 3.142, 5.139], [-2.059, 3.561, 3.422], [-0.668, 3.705, 4.509], [-3.082, 0.798, 4.337], [-2.074, -0.137, 3.220], [-2.855, 1.350, 2.667], [0.992, -2.053, -0.113], [2.491, -2.698, 0.584], [2.300, -0.944, 0.359], [-0.372, -3.213, 1.636], [-0.007, -2.972, 3.355], [1.105, -3.905, 2.336], [2.718, -0.505, 2.830], [3.016, -2.239, 3.042], [1.807, -1.421, 4.045], [4.085, 1.451, 0.291], [4.081, 3.186, -0.079], [3.008, 2.083, -0.966], [3.624, 1.995, 2.721], [2.171, 2.912, 3.154], [3.541, 3.733, 2.380], [0.958, 3.372, -0.346], [1.965, 4.551, 0.517], [0.619, 3.753, 1.347], [2.459, 1.595, -4.283], [1.350, 1.372, -3.364], [0.527, 2.554, -3.157], [0.784, 0.136, -3.267], [-0.895, -0.082, -3.286], [1.627, -0.903, -3.167], [1.136, -2.274, -3.239], [2.985, -0.765, -2.657], [2.101, 2.168, -5.143], [2.857, 0.653, -4.648], [3.262, 2.158, -3.803], [1.194, 3.383, -2.916], [-0.158, 2.392, -2.330], [-0.045, 2.806, -4.056], [0.371, -2.358, -4.005], [0.707, -2.588, -2.285], [1.978, -2.919, -3.489], [3.127, 0.227, -2.235], [3.731, -0.940, -3.437], [3.132, -1.501, -1.868]], "forces_ev_per_angstrom": [[0.049, -0.157, -0.207], [0.009, -0.001, 0.011], [-0.011, -0.115, -0.035], [0.016, 0.046, 0.014], [0.004, 0.000, 0.005], [-0.002, 0.006, 0.001], [-0.054, -0.016, -0.014], [0.003, -0.046, -0.011], [0.019, 0.028, 0.026], [-0.043, 0.006, 0.021], [0.075, -0.057, -0.055], [0.004, 0.073, 0.022], [-0.003, 0.051, 0.038], [0.032, 0.034, 0.073], [0.006, -0.008, 0.006], [-0.003, 0.002, 0.004], [-0.001, 0.000, 0.000], [0.008, 0.012, -0.022], [0.009, -0.017, 0.014], [-0.022, -0.060, -0.044], [0.025, -0.007, 0.023], [-0.002, 0.021, 0.011], [0.051, 0.188, -0.008], [-0.052, -0.048, -0.048], [0.017, 0.101, 0.102], [-0.049, -0.083, -0.132], [0.014, 0.079, 0.038], [0.048, 0.035, -0.017], [0.014, 0.013, 0.016], [-0.006, -0.028, 0.031], [0.045, -0.065, 0.022], [-0.064, -0.007, -0.023], [0.013, 0.028, 0.019], [0.003, -0.004, 0.013], [0.042, 0.027, -0.008], [0.000, 0.004, 0.011], [0.010, 0.001, -0.005], [-0.014, -0.004, -0.004], [-0.017, -0.001, -0.008], [0.003, 0.003, -0.011], [0.000, -0.001, 0.018], [0.001, 0.005, 0.006], [0.000, -0.009, 0.020], [-0.003, -0.010, -0.007], [-0.038, -0.023, -0.015], [0.005, -0.002, -0.018], [-0.015, -0.047, 0.047], [-0.007, -0.014, -0.030], [-0.001, 0.005, -0.002], [0.000, -0.009, 0.002], [0.017, 0.015, -0.014], [-0.004, -0.009, 0.006], [0.006, 0.011, -0.002], [0.016, -0.002, 0.012], [0.000, 0.005, -0.012], [-0.038, 0.027, -0.006], [0.012, 0.000, 0.004], [-0.003, -0.006, 0.000], [0.007, 0.008, -0.001], [-0.007, -0.010, -0.001], [-0.007, 0.014, 0.002], [0.005, -0.003, 0.010], [0.049, 0.015, -0.004], [-0.119, -0.008, -0.098], [-0.008, 0.030, -0.010], [0.074, -0.015, 0.136], [-0.136, 0.117, -0.024], [0.004, -0.045, 0.039], [-0.024, -0.023, 0.027], [0.006, -0.021, 0.058], [0.004, 0.013, 0.013], [-0.025, 0.059, -0.019], [0.004, -0.009, 0.007], [0.002, 0.012, -0.002], [0.010, -0.010, 0.003], [-0.002, -0.009, 0.011], [0.003, 0.002, -0.010], [0.019, 0.005, -0.038], [0.001, -0.013, -0.006], [0.006, -0.071, 0.002], [0.008, 0.000, 0.010], [-0.003, -0.006, 0.017]], "largest_force_ev_per_a": 0.26, "energy_ev": -210365.063, "total_charge": 0, "lumo_energy_ev": -0.47, "de_lowest_kcal_mol": 3.5, "orbital_gap_ev": 7.51}